# 1
{"formula": "C5H8O2", "method": "ωB97M-V/def2-TZVPD", "symbols": ["C", "C", "C", "O", "C", "O", "C", "H", "H", "H", "H", "H", "H", "H", "H"], "xyz": [[-2.12289, 0.09748, -0.37962], [-0.98328, -0.41038, 0.46776], [0.29159, -0.71625, -0.03201], [1.62219, -1.15217, -0.00913], [2.14614, 0.31910, -0.16381], [1.04199, 1.15761, -0.00498], [0.09448, 0.45941, 0.73902], [-2.80487, -0.65421, -0.89538], [-1.56476, 0.63250, -1.20062], [-2.62933, 0.90512, 0.28498], [-1.30037, -0.84225, 1.50576], [0.20316, -0.46525, -1.15686], [2.24481, 0.31959, -1.29983], [3.25668, 0.10599, 0.40427], [0.50444, 0.24371, 1.74046]], "nbo_charge": [-0.6154, -0.1777, 0.0809, -0.5191, 0.1709, -0.4992, -0.0342, 0.2270, 0.2134, 0.2294, 0.2331, 0.1355, 0.1718, 0.2104, 0.1735], "smiles": "CC1[C@@H]2OCO[C@@H]12", "charge": 0, "molar_mass_g_mol": 100.1, "gap_ev": 9.88, "e_above_lowest_kj_mol": 755.46, "energy_ha": -345.51722, "spin_multiplicity": 1}

---

# 2
{"formula": "CHO5S", "method": "ωB97M-V/def2-TZVPD", "symbols": ["O", "C", "O", "S", "O", "O", "O", "H"], "xyz": [[-0.32556, -2.40880, -0.34272], [0.11523, -1.40937, 0.19783], [-0.70322, -0.62665, 0.79360], [-2.42224, 0.02614, -0.07239], [-3.01969, -1.14176, 0.56622], [-2.81287, 0.07234, -1.51688], [-2.28482, 1.42120, 0.40087], [1.25015, -1.26550, 0.40932]], "nbo_charge": [-0.6459, 0.6297, -0.7338, 2.4073, -0.9036, -0.9086, -0.9076, 0.0625], "smiles": "O=COS(=O)(=O)[O-]", "charge": -1, "molar_mass_g_mol": 125.1, "gap_ev": 9.69, "e_above_lowest_kj_mol": 216.37, "energy_ha": -813.12432, "spin_multiplicity": 1}

---

# 3
{"formula": "C2H6O6", "method": "ωB97M-V/def2-TZVPD", "symbols": ["C", "O", "C", "O", "H", "H", "H", "H", "O", "O", "O", "O", "H", "H"], "xyz": [[1.11988, -1.10476, 0.21133], [2.29088, -0.35368, 0.12511], [1.76448, 0.97700, 0.24330], [1.07429, 1.53467, -0.56866], [0.55332, -1.09163, -0.72267], [0.45902, -0.34445, 0.85083], [1.32617, -2.08416, 0.64043], [2.55035, 1.48884, 0.81364], [-2.17919, -0.92749, 0.74590], [-1.90232, 0.44508, 0.56490], [-2.22427, 0.86627, -0.72169], [-1.23402, 0.50015, -1.64006], [-3.14183, -0.97103, 0.87221], [-0.45674, 1.06518, -1.41455]], "nbo_charge": [-0.2639, -0.5419, 0.6608, -0.5547, 0.1975, 0.1561, 0.2063, 0.1506, -0.4409, -0.0439, -0.0249, -0.4478, 0.4619, 0.4850], "smiles": "COC=O.OOOO", "charge": 0, "molar_mass_g_mol": 126.1, "gap_ev": 10.74, "e_above_lowest_kj_mol": 929.07, "energy_ha": -530.91479, "spin_multiplicity": 1}

---

# 4
{"formula": "C4H11NS", "method": "ωB97M-V/def2-TZVPD", "symbols": ["C", "N", "C", "H", "H", "H", "H", "H", "C", "S", "C", "H", "H", "H", "H", "H", "H"], "xyz": [[-2.06604, 1.33475, 0.81023], [-1.37068, 1.81627, 1.75220], [0.08155, 1.84924, 1.67835], [-3.10175, 1.09612, 1.03967], [-1.68879, 1.48694, -0.21382], [0.42093, 2.40026, 2.54754], [0.39861, 2.16889, 0.68216], [0.47137, 0.82843, 1.70202], [-0.55742, -1.53073, -0.99188], [0.63937, -0.33415, -1.61768], [2.13821, -1.34787, -1.34686], [-1.52798, -1.06154, -1.09245], [-0.37177, -1.66937, 0.07316], [-0.56363, -2.46548, -1.54757], [1.85322, -2.38976, -1.47857], [3.00721, -0.84173, -1.74244], [2.23759, -1.34027, -0.25406]], "nbo_charge": [-0.0800, -0.3902, -0.4552, 0.1757, 0.1431, 0.2082, 0.1886, 0.2064, -0.7471, 0.1636, -0.7405, 0.2303, 0.2115, 0.2164, 0.2243, 0.2397, 0.2054], "smiles": "C=NC.CSC", "charge": 0, "molar_mass_g_mol": 105.2, "gap_ev": 9.41, "e_above_lowest_kj_mol": 189.49, "energy_ha": -611.86995, "spin_multiplicity": 1}

---

# 5
{"formula": "C35H37BaN6O10S2", "method": "ωB97M-V/def2-TZVPD", "symbols": ["Ba", "O", "C", "O", "C", "C", "C", "C", "C", "N", "C", "O", "O", "H", "H", "H", "H", "H", "C", "C", "C", "C", "C", "C", "C", "S", "O", "O", "N", "C", "C", "C", "C", "C", "C", "C", "C", "N", "C", "H", "H", "H", "H", "H", "H", "H", "H", "H", "H", "H", "H", "H", "C", "C", "C", "C", "C", "C", "C", "S", "O", "O", "N", "C", "C", "O", "O", "H", "H", "H", "H", "H", "H", "H", "H", "H", "N", "C", "C", "C", "N", "H", "H", "H", "H", "H", "H", "H", "H", "H", "H"], "xyz": [[-0.88437, 0.43443, -0.72969], [-4.07439, 2.07593, -4.08922], [-3.29469, 1.76356, -3.02053], [-2.23073, 1.16653, -3.09610], [-3.95102, 2.05794, -1.68372], [-5.15612, 2.75813, -1.65845], [-5.81876, 2.80523, -0.40159], [-5.18547, 2.26851, 0.72706], [-3.81056, 1.91336, 0.60360], [-3.25727, 1.70968, -0.57798], [-3.05291, 1.56732, 1.84298], [-3.81606, 1.67574, 2.93254], [-1.88249, 1.10561, 1.80190], [-3.64817, 1.67859, -4.89044], [-5.63123, 3.18412, -2.55995], [-6.85395, 3.23942, -0.41477], [-5.69359, 2.03806, 1.70398], [-3.49146, 1.10196, 3.65993], [-2.83340, -8.04376, 2.46732], [-2.41890, -6.70196, 1.87411], [-3.47359, -5.99899, 1.18603], [-3.36622, -4.63308, 0.93237], [-2.17589, -3.99351, 1.28142], [-1.10741, -4.67197, 1.88422], [-1.25557, -6.03328, 2.15281], [-2.18251, -2.16018, 1.16171], [-3.30264, -1.70572, 1.98217], [-2.30169, -1.75739, -0.23032], [-0.78979, -1.56881, 1.62221], [-0.50929, -1.31745, 2.91720], [-1.29328, -1.91757, 3.97469], [-0.97569, -1.73133, 5.30872], [0.07500, -0.86092, 5.63900], [0.92184, -0.25187, 4.67762], [1.98917, 0.63395, 4.98442], [2.69644, 1.23027, 3.94996], [2.42001, 0.83204, 2.65805], [1.35938, 0.07498, 2.27793], [0.59614, -0.43116, 3.29857], [-2.76005, -8.92121, 1.80394], [-3.89081, -7.94621, 2.80280], [-2.28231, -8.27546, 3.37161], [-4.40572, -6.53687, 1.01576], [-4.20811, -4.02328, 0.58159], [-0.14659, -4.17271, 1.95722], [-0.41333, -6.52850, 2.65345], [-2.20451, -2.44590, 3.66376], [-1.63183, -2.17710, 6.09497], [0.27752, -0.62944, 6.68192], [2.21979, 0.67785, 6.04514], [3.59859, 1.79355, 4.08205], [3.09301, 1.09289, 1.81715], [6.91522, 4.55148, -2.49890], [5.42416, 4.56269, -2.32862], [4.61784, 3.53686, -2.83417], [3.28899, 3.39640, -2.47048], [2.76859, 4.25100, -1.50131], [3.51206, 5.32545, -0.99854], [4.82458, 5.49173, -1.41311], [1.32040, 3.81824, -0.57818], [1.69965, 3.44142, 0.78323], [0.59072, 2.83247, -1.32059], [0.63400, 5.26405, -0.60302], [-0.64604, 5.44820, -0.41409], [3.63839, -0.84020, -6.30421], [2.70359, -0.41617, -6.94413], [4.50227, -1.10921, -5.51561], [7.30056, 3.56026, -2.82902], [7.33702, 4.74177, -1.48486], [7.34157, 5.31438, -3.19616], [5.04041, 2.73350, -3.43029], [2.75043, 2.47807, -2.75599], [3.15148, 5.91506, -0.14607], [5.30919, 6.40306, -0.99304], [-1.47185, 4.67380, -0.36909], [-0.96278, 6.51192, -0.34628], [1.65067, -0.88036, -0.78324], [2.25056, -2.00511, -1.54555], [2.05868, -2.12769, -3.07764], [0.62597, -2.57757, -3.51909], [-0.26325, -1.35418, -3.57493], [2.17540, -0.09896, -1.15201], [1.98116, -0.80808, 0.16939], [1.78262, -2.97656, -1.16649], [3.33231, -1.96008, -1.31565], [2.74628, -2.92297, -3.38085], [2.44723, -1.20750, -3.54524], [0.23512, -3.11456, -2.65992], [0.73402, -3.07505, -4.49590], [-1.12051, -1.59260, -4.07500], [0.18880, -0.62900, -4.10655]], "lowdin_charge": [1.9137, 0.0653, -0.4744, -0.0870, -0.2373, -0.0208, -0.1013, -0.0089, -0.2500, -0.0507, -0.4510, 0.0845, -0.0909, 0.1342, 0.1146, 0.0969, 0.1246, 0.1441, -0.0646, -0.2653, -0.0351, -0.0591, -0.2444, -0.0512, -0.0621, 0.5512, -0.3204, -0.5213, -0.1848, -0.2793, -0.0586, -0.1029, -0.0820, -0.1777, -0.0114, -0.0661, -0.1443, 0.1128, -0.1582, 0.0764, 0.0817, 0.0647, 0.1051, 0.1228, 0.1117, 0.1163, 0.0865, 0.1080, 0.0884, 0.1070, 0.0943, 0.1087, -0.0847, -0.2834, -0.0713, -0.0713, -0.2807, -0.0767, -0.0454, 0.5271, -0.3352, -0.4823, -0.2686, -0.2226, -0.3261, 0.1550, 0.1585, 0.0753, 0.0798, 0.0789, 0.1008, 0.1063, 0.1162, 0.1167, 0.0429, 0.0173, -0.1048, -0.2658, -0.2028, -0.2267, -0.0206, 0.0535, 0.0337, 0.1262, 0.1085, 0.1016, 0.0951, 0.1000, 0.1024, 0.0694, 0.0516], "charge": -1, "molar_mass_g_mol": 903.2, "gap_ev": [3.71, 3.05], "e_above_lowest_kj_mol": 233.13, "energy_ha": -3258.80981, "spin_multiplicity": 1}

---

# 6
{"formula": "C4H8FIO", "method": "ωB97M-V/def2-TZVPD", "symbols": ["C", "C", "C", "C", "O", "F", "I", "H", "H", "H", "H", "H", "H", "H", "H"], "xyz": [[0.28639, 0.87979, 0.94818], [-0.83697, -1.38962, -1.06446], [0.74842, 0.18056, -0.20626], [0.42639, -1.19197, -0.32642], [2.73255, 0.46162, -0.11227], [0.33606, -1.82792, 0.83304], [2.07456, -2.08785, -1.46442], [0.81610, 1.88413, 0.97233], [-0.77520, 1.14600, 0.90508], [0.55939, 0.20301, 1.89623], [-1.14954, -2.38374, -0.84508], [-0.71197, -1.27049, -2.11478], [-1.46920, -0.44517, -0.83135], [0.75083, 0.57479, -1.22802], [2.71745, 1.23480, -0.73218]], "nbo_charge": [-0.6967, -0.6617, 0.0769, 0.2523, -0.8355, -0.3458, 0.0867, 0.2572, 0.2401, 0.2579, 0.2525, 0.2376, 0.2144, 0.2264, 0.4378], "charge": 0, "molar_mass_g_mol": 218.0, "gap_ev": 8.59, "e_above_lowest_kj_mol": 246.10, "energy_ha": -629.88881, "spin_multiplicity": 1}

---

# 7
{"formula": "C18H36Br2NOS", "method": "ωB97M-V/def2-TZVPD", "symbols": ["C", "C", "C", "C", "C", "C", "C", "C", "S", "C", "C", "C", "C", "N", "O", "C", "C", "C", "C", "H", "H", "H", "H", "H", "H", "H", "H", "H", "H", "H", "H", "H", "H", "H", "H", "H", "H", "H", "H", "H", "H", "H", "H", "H", "H", "H", "H", "H", "H", "H", "H", "Br", "C", "C", "Br", "H", "H", "H", "H"], "xyz": [[3.77539, -1.40178, 0.67660], [4.56607, -0.23348, 0.06160], [4.36007, -0.12724, -1.45854], [3.26599, 0.88842, -1.84646], [2.00705, 0.19091, -2.39103], [0.74826, 1.02891, -2.24766], [-0.53505, 0.23559, -2.51601], [-1.40045, -0.08004, -1.25911], [-0.35317, -0.89213, 0.00934], [-2.03287, 1.23333, -0.78236], [-3.23515, 1.11582, 0.16492], [-2.78083, 0.83558, 1.59897], [-3.90580, 2.49493, 0.21167], [-4.23295, 0.13473, -0.33305], [-5.12200, 0.63085, -1.11787], [-3.70453, -1.18805, -0.75960], [-3.43132, -2.11843, 0.44234], [-4.79242, -1.89534, -1.58459], [-2.49705, -1.04454, -1.68865], [3.69683, -2.22154, -0.02748], [4.31393, -1.77554, 1.54224], [2.79384, -1.09102, 1.01632], [4.21222, 0.68013, 0.52157], [5.61905, -0.36915, 0.27584], [4.10756, -1.11026, -1.84308], [5.28849, 0.17165, -1.93524], [3.64246, 1.55882, -2.61173], [2.98108, 1.47849, -0.98026], [2.15388, -0.04848, -3.44433], [1.90015, -0.75174, -1.86917], [0.73051, 1.50096, -1.26985], [0.80986, 1.82460, -2.98558], [-1.17232, 0.81228, -3.18092], [-0.29032, -0.72081, -2.96782], [0.08225, 0.16090, 0.71470], [-2.38042, 1.75165, -1.67280], [-1.29819, 1.87975, -0.31251], [-3.60946, 0.88736, 2.29581], [-2.23277, -0.08820, 1.71485], [-2.10259, 1.63579, 1.87669], [-4.88342, 2.41699, 0.67083], [-3.31923, 3.14276, 0.85184], [-4.01746, 2.92298, -0.77294], [-3.27188, -1.58482, 1.36803], [-2.61565, -2.79222, 0.21797], [-4.30867, -2.73746, 0.59605], [-4.86747, -1.48240, -2.58086], [-5.74278, -1.86923, -1.06850], [-4.48307, -2.93256, -1.68125], [-2.86608, -0.67512, -2.64325], [-2.06631, -2.02242, -1.88576], [2.57977, 1.51737, 3.56795], [3.31226, 0.04159, 4.60532], [4.77304, 0.24209, 4.91283], [5.86736, -0.08411, 3.34049], [3.13067, -0.86022, 4.02960], [2.72887, 0.01131, 5.52282], [5.10487, -0.47563, 5.65969], [4.99994, 1.24743, 5.25136]], "nbo_charge": [-0.6131, -0.3948, -0.3955, -0.3937, -0.3932, -0.3981, -0.3976, -0.0964, -0.0538, -0.4365, 0.0956, -0.6284, -0.5969, 0.0238, -0.3882, 0.0936, -0.6146, -0.5894, -0.4341, 0.1996, 0.2078, 0.2021, 0.2029, 0.1974, 0.1935, 0.2017, 0.1999, 0.1903, 0.1950, 0.2039, 0.1928, 0.2046, 0.2042, 0.2062, 0.1291, 0.2184, 0.2207, 0.2172, 0.2261, 0.2082, 0.2269, 0.2029, 0.2192, 0.2216, 0.2163, 0.2095, 0.2149, 0.2259, 0.2016, 0.2213, 0.2231, -0.0174, -0.4458, -0.4504, -0.0052, 0.2337, 0.2295, 0.2302, 0.2320], "charge": 0, "molar_mass_g_mol": 474.4, "gap_ev": [8.71, 9.41], "energy_ha": -6383.58435, "spin_multiplicity": 2, "s2": 0.75}

---

# 8
{"formula": "C25H29N3O2", "method": "ωB97M-V/def2-TZVPD", "symbols": ["O", "C", "C", "O", "C", "C", "C", "C", "C", "C", "C", "N", "C", "C", "C", "C", "C", "N", "C", "C", "N", "C", "C", "C", "C", "C", "C", "C", "C", "C", "H", "H", "H", "H", "H", "H", "H", "H", "H", "H", "H", "H", "H", "H", "H", "H", "H", "H", "H", "H", "H", "H", "H", "H", "H", "H", "H", "H", "H"], "xyz": [[3.01103, 0.29658, 1.48575], [2.81998, 0.80633, 0.19087], [1.83966, 1.99251, 0.25578], [0.66935, 1.49571, 0.87824], [-0.35422, 2.35473, 1.16256], [-0.39881, 3.67524, 0.73831], [-1.47533, 4.47850, 1.07490], [-2.50888, 3.97553, 1.84000], [-2.46742, 2.65523, 2.25514], [-1.40859, 1.82701, 1.92406], [-1.38854, 0.38300, 2.37672], [-1.29027, -0.62924, 1.34109], [-2.36983, -0.64139, 0.36699], [-2.32995, 0.52017, -0.59383], [-3.25869, 1.55300, -0.56806], [-3.08267, 2.64248, -1.40418], [-1.97446, 2.66267, -2.23592], [-1.09994, 1.67212, -2.29876], [-1.28629, 0.63200, -1.50760], [2.27157, -0.22702, -0.80801], [3.18713, -1.32403, -1.06744], [2.93173, -1.96820, -2.34293], [1.52977, -2.59144, -2.44610], [1.04599, -3.15202, -1.13260], [-0.20467, -3.75609, -1.06833], [-0.69488, -4.24888, 0.12577], [0.06313, -4.13672, 1.27948], [1.30244, -3.52829, 1.22778], [1.80519, -3.03645, 0.03017], [3.13890, -2.33242, -0.01873], [2.13402, 0.13487, 1.86003], [3.80308, 1.14942, -0.14286], [1.61848, 2.36533, -0.75081], [2.27086, 2.79957, 0.86161], [0.40043, 4.08542, 0.14210], [-1.49586, 5.50330, 0.73575], [-3.34422, 4.60308, 2.11067], [-3.27469, 2.25567, 2.85268], [-0.53221, 0.22932, 3.04264], [-2.30008, 0.17811, 2.94693], [-0.40114, -0.54243, 0.86086], [-2.27924, -1.58262, -0.18673], [-3.31696, -0.64791, 0.91336], [-4.10469, 1.50658, 0.10318], [-3.78433, 3.46199, -1.40276], [-1.77787, 3.50138, -2.89087], [-0.56012, -0.16496, -1.60575], [1.30403, -0.58498, -0.42181], [2.09342, 0.29794, -1.74908], [3.69166, -2.74502, -2.46165], [3.07477, -1.23492, -3.14106], [0.81237, -1.83655, -2.78539], [1.53595, -3.38219, -3.20040], [-0.79596, -3.83554, -1.97084], [-1.66837, -4.71585, 0.15848], [-0.31654, -4.51386, 2.21708], [1.89465, -3.42571, 2.12630], [3.93660, -3.05686, -0.21824], [3.35954, -1.85319, 0.93547]], "nbo_charge": [-0.7133, 0.0873, -0.0943, -0.5587, 0.3907, -0.3053, -0.1950, -0.2416, -0.1906, -0.1032, -0.2375, -0.6094, -0.2399, -0.0779, -0.1541, -0.2527, 0.0243, -0.4317, 0.0230, -0.2609, -0.4337, -0.2090, -0.4765, 0.0603, -0.2293, -0.2168, -0.2031, -0.1978, -0.0785, -0.2610, 0.4725, 0.1932, 0.1900, 0.1896, 0.2219, 0.2147, 0.2136, 0.2092, 0.2069, 0.1961, 0.3634, 0.2153, 0.1936, 0.2136, 0.2196, 0.1905, 0.1846, 0.1751, 0.2109, 0.1961, 0.2006, 0.2104, 0.2233, 0.2060, 0.2117, 0.2124, 0.2084, 0.2058, 0.2371], "smiles": "O[C@H](COc1ccccc1CNCc1cccnc1)CN1CCc2ccccc2C1", "charge": 0, "molar_mass_g_mol": 403.5, "gap_ev": 9.23, "e_above_lowest_kj_mol": 177.59, "energy_ha": -1284.78729, "spin_multiplicity": 1}